ORCA calculation (the ωB97M-V functional and the def2-TZVPD basis) on a molecular structure, C17H47CoMnN3O12.

Summary:
Energy above the lowest of the compared OMol25 structures with the same formula, charge and spin = 0.0 kcal per mole
⟨S²⟩ = 20.009
LUMO level (spin up / spin down) = -4.63 / -5.72 eV
Gap between HOMO and LUMO (spin up / spin down) = 9.26 / 8.16 eV
Energy = -4276.4432 Ha
Total charge = +2
2S+1 = 9

Last column: Löwdin spin population.
Geometry (Å):
Co: -1.051 2.193 1.756  2.740
Mn: 2.929 1.923 0.628  4.708
O: 0.087 1.494 -2.116  0.006
C: 0.240 1.825 -0.864  0.019
O: 1.280 2.440 -0.444  0.059
O: -0.693 1.501 -0.076  0.060
H: 0.725 1.980 -2.661  0.000
O: 1.443 2.609 4.392  0.007
C: 1.715 2.260 3.109  0.020
O: 0.702 2.536 2.312  0.069
O: 2.749 1.741 2.727  0.045
H: 1.980 2.041 5.012  0.000
C: -2.408 3.803 3.586  0.017
C: -3.199 2.549 3.513  0.009
C: -4.757 2.645 3.561  0.002
O: -2.708 1.768 2.404  0.075
H: -2.736 4.497 2.790  0.001
H: -1.359 3.664 3.420  0.006
H: -2.530 4.376 4.481  0.002
H: -2.987 1.893 4.389  0.002
H: -5.113 1.627 3.698  0.000
H: -5.175 3.091 2.686  0.000
H: -5.126 3.318 4.331  0.001
H: -3.102 0.750 2.108  0.002
O: 2.259 1.238 -3.919  0.000
H: 2.409 0.288 -3.705  0.000
H: 1.757 1.259 -4.764  0.000
O: 4.033 4.032 1.079  0.035
H: 3.639 4.741 1.609  0.001
H: 4.700 4.404 0.525  0.001
C: 5.674 -0.041 -2.266  0.001
C: 4.527 0.257 -1.340  0.004
C: 4.744 -0.537 -0.077  0.004
O: 3.569 -0.173 0.768  0.051
C: 3.469 -0.819 2.038  0.004
N: 4.360 1.704 -0.975  0.038
H: 5.534 0.267 -3.306  0.000
H: 5.836 -1.129 -2.304  0.000
H: 6.653 0.309 -1.912  0.000
H: 3.591 -0.091 -1.744  0.000
H: 5.674 -0.233 0.453  0.000
H: 4.747 -1.598 -0.271  0.000
H: 4.157 -0.358 2.786  0.000
H: 3.715 -1.859 1.872  0.001
H: 2.437 -0.746 2.382  0.000
H: 5.306 2.101 -1.012  0.004
H: 3.939 2.149 -1.814  0.003
C: -3.927 0.517 -0.641  0.000
C: -4.658 -0.223 0.461  0.000
C: -5.199 -1.535 -0.174  0.000
O: -6.419 -1.147 -0.670  0.000
C: -6.828 -2.016 -1.790  0.000
N: -3.649 -0.511 1.517  -0.001
H: -3.537 1.466 -0.258  0.000
H: -4.628 0.752 -1.405  0.000
H: -3.135 -0.034 -1.104  0.000
H: -5.521 0.277 0.780  0.000
H: -5.317 -2.376 0.588  0.000
H: -4.475 -1.907 -0.963  0.000
H: -6.137 -1.966 -2.566  0.000
H: -7.764 -1.668 -2.071  0.000
H: -6.891 -2.991 -1.391  0.000
H: -4.071 -1.021 2.266  0.000
H: -2.966 -1.178 1.237  0.000
C: 1.918 -3.205 -0.321  0.000
C: 2.093 -3.447 -1.801  0.000
C: 0.763 -3.201 -2.553  0.000
O: -0.122 -4.207 -2.010  0.000
C: -1.406 -3.951 -2.564  0.000
N: 3.206 -2.746 -2.432  0.000
H: 1.093 -3.886 -0.025  0.000
H: 1.643 -2.142 -0.031  0.000
H: 2.707 -3.623 0.311  0.000
H: 2.222 -4.534 -1.847  0.000
H: 0.831 -3.285 -3.661  0.000
H: 0.388 -2.205 -2.332  0.000
H: -1.328 -3.603 -3.566  0.000
H: -1.818 -3.112 -1.934  0.000
H: -2.068 -4.819 -2.554  0.000
H: 4.100 -2.949 -2.023  0.000
H: 3.265 -3.213 -3.323  0.000

***

ORCA calculation (the ωB97M-V functional and the def2-TZVPD basis) on 2 unconnected molecules or ions with the total composition C6H9NS3.

Summary:
Energy above the lowest of the compared OMol25 structures with the same formula, charge and spin = 58.5 kcal per mole
SMILES = S=C[C@H]1CS1.C=CNC=S
LUMO level = -1.12 eV
Gap between HOMO and LUMO = 7.68 eV
Energy = -1483.2233 Ha
2S+1 = 1

Last column: natural (NBO) charge in e.
Geometry (Å):
C: -0.628 -1.498 0.698  -0.477
C: -1.517 -1.089 -0.186  0.001
C: -3.361 0.399 -0.778  -0.069
C: 1.621 1.711 -0.141  -0.198
C: 2.605 0.731 0.075  -0.413
C: 2.346 -0.811 0.278  -0.512
H: 0.004 -2.319 0.424  0.216
H: -0.534 -1.030 1.682  0.214
H: -1.615 -1.529 -1.188  0.211
H: -2.221 0.592 0.874  0.415
H: -3.446 -0.187 -1.677  0.191
H: 0.630 1.476 -0.525  0.209
H: 3.404 1.159 0.760  0.254
H: 1.349 -1.273 0.275  0.236
H: 2.851 -1.025 1.217  0.224
N: -2.369 0.008 0.033  -0.581
S: -4.336 1.679 -0.510  -0.112
S: 2.070 3.397 -0.034  -0.029
S: 3.146 -0.391 -1.277  0.221

***

ORCA calculation (the ωB97M-V functional and the def2-TZVPD basis) on 10 unconnected molecules or ions with the total composition C30H85N5O15.

Summary:
Energy above the lowest of the compared OMol25 structures with the same formula, charge and spin = 0.0 kcal per mole
⟨S²⟩ = 0.754
LUMO level (spin up / spin down) = -2.22 / -7.73 eV
Gap between HOMO and LUMO (spin up / spin down) = 8.31 / 2.80 eV
Energy = -2595.8146 Ha
Total charge = +1
2S+1 = 2

Last column: Löwdin spin population.
Geometry (Å):
C: 1.768 -3.534 -1.380  0.000
C: 1.518 -3.446 -2.836  0.001
C: 2.807 -3.835 -3.692  0.000
O: 2.495 -3.769 -5.079  0.000
C: 3.548 -4.135 -5.997  0.000
N: 0.426 -4.297 -3.329  0.000
H: 0.959 -2.998 -0.884  0.000
H: 2.641 -3.007 -0.994  0.000
H: 1.764 -4.535 -0.950  0.000
H: 1.378 -2.430 -3.206  0.001
H: 2.971 -4.860 -3.360  0.000
H: 3.612 -3.172 -3.373  0.000
H: 4.295 -3.342 -5.975  0.000
H: 3.133 -4.278 -6.995  0.000
H: 4.139 -4.995 -5.682  0.000
H: 0.516 -4.524 -4.309  0.000
H: 0.568 -5.177 -2.853  0.000
C: -6.106 4.439 5.197  0.000
C: -5.431 3.085 5.279  0.000
C: -4.183 2.966 4.382  0.000
O: -4.630 2.677 2.989  0.000
C: -3.632 2.118 2.129  0.000
N: -5.018 2.928 6.657  0.000
H: -6.498 4.585 4.190  0.000
H: -5.564 5.318 5.546  0.000
H: -7.006 4.374 5.810  0.000
H: -6.148 2.316 4.992  0.000
H: -3.441 2.270 4.773  0.000
H: -3.668 3.911 4.559  0.000
H: -2.822 2.788 1.842  0.000
H: -4.098 1.826 1.188  0.000
H: -3.216 1.285 2.696  0.000
H: -4.423 2.127 6.813  0.000
H: -4.482 3.730 6.958  0.000
C: 0.816 0.304 -4.250  0.095
C: 0.493 1.573 -4.966  0.088
C: -0.913 1.749 -5.576  0.006
O: -1.016 0.960 -6.795  0.008
C: -2.097 1.365 -7.643  0.001
N: 0.672 2.613 -3.994  0.704
H: 1.650 0.476 -3.570  0.003
H: 1.139 -0.468 -4.949  0.018
H: -0.040 0.010 -3.642  0.002
H: 1.228 1.735 -5.754  0.009
H: -1.165 2.780 -5.822  0.001
H: -1.692 1.531 -4.846  0.000
H: -2.236 0.580 -8.386  0.000
H: -1.954 2.370 -8.041  0.000
H: -2.954 1.274 -6.974  0.000
H: 1.619 2.499 -3.662  0.019
H: 0.131 2.480 -3.151  0.026
C: -1.460 -3.170 2.393  0.000
C: -2.662 -2.619 1.614  0.000
C: -3.765 -2.059 2.569  0.000
O: -4.325 -3.091 3.350  0.000
C: -5.414 -2.580 4.177  0.000
N: -2.318 -1.657 0.592  0.000
H: -1.801 -3.849 3.174  0.000
H: -0.954 -2.454 3.041  0.000
H: -0.735 -3.669 1.751  0.000
H: -3.177 -3.404 1.060  0.000
H: -4.541 -1.586 1.969  0.000
H: -3.313 -1.261 3.158  0.000
H: -6.231 -2.198 3.564  0.000
H: -5.019 -1.871 4.905  0.000
H: -5.761 -3.460 4.719  0.000
H: -1.669 -1.016 1.024  0.000
H: -1.736 -2.065 -0.126  0.000
C: 4.145 0.214 5.160  0.000
C: 2.832 0.251 4.482  0.000
C: 2.289 -1.237 4.459  0.000
O: 2.998 -2.078 3.605  0.000
C: 2.404 -3.376 3.292  0.000
N: 1.889 1.136 5.136  0.000
H: 4.054 -0.461 6.011  0.000
H: 4.518 1.131 5.619  0.000
H: 4.962 -0.220 4.584  0.000
H: 2.972 0.517 3.434  0.000
H: 1.242 -1.237 4.157  0.000
H: 2.396 -1.723 5.429  0.000
H: 1.411 -3.183 2.883  0.000
H: 2.350 -4.062 4.137  0.000
H: 2.978 -3.896 2.526  0.000
H: 0.924 1.111 4.838  0.000
H: 1.844 1.064 6.143  0.000
C: 5.861 -1.301 1.875  0.000
C: 4.551 -1.565 1.047  0.000
O: 4.762 -1.288 -0.365  0.000
O: 6.844 -2.228 1.556  0.000
H: 5.692 -1.603 2.908  0.000
H: 6.331 -0.318 1.838  0.000
H: 3.721 -1.026 1.505  0.000
H: 4.299 -2.626 1.043  0.000
H: 4.801 -0.329 -0.400  0.000
H: 6.913 -2.064 0.613  0.000
C: 0.599 0.160 0.977  0.000
C: 0.995 0.033 -0.549  0.000
O: 1.400 1.284 -1.105  0.006
O: -0.752 0.632 1.095  0.000
H: 1.222 0.802 1.601  0.000
H: 0.721 -0.743 1.577  0.000
H: 0.372 -0.649 -1.130  0.000
H: 1.936 -0.517 -0.534  0.000
H: 0.578 1.758 -1.250  0.000
H: -0.745 1.556 0.834  0.000
C: -3.887 -2.560 -2.224  0.000
C: -2.464 -2.417 -2.884  0.000
O: -1.386 -2.700 -1.991  0.000
O: -4.178 -1.539 -1.374  0.000
H: -3.938 -3.508 -1.688  0.000
H: -4.697 -2.549 -2.953  0.000
H: -2.417 -1.411 -3.300  0.000
H: -2.396 -3.077 -3.749  0.000
H: -0.682 -3.235 -2.365  0.000
H: -3.469 -1.619 -0.732  0.000
C: 3.021 4.514 -2.852  0.004
C: 4.230 5.351 -2.330  0.002
O: 4.224 5.458 -0.901  0.000
O: 3.349 3.178 -2.646  0.001
H: 2.991 4.672 -3.930  0.001
H: 2.016 4.795 -2.537  0.001
H: 4.250 6.357 -2.749  0.000
H: 5.161 4.896 -2.669  0.000
H: 5.145 5.584 -0.664  0.000
H: 3.576 3.167 -1.713  0.000
C: -1.907 3.232 -1.277  0.000
C: -0.736 4.077 -0.601  0.000
O: -0.238 3.396 0.623  0.000
O: -1.430 2.086 -1.978  0.001
H: -2.344 3.961 -1.960  0.000
H: -2.664 3.058 -0.513  0.000
H: -0.948 5.121 -0.370  0.000
H: 0.129 4.176 -1.257  0.000
H: 0.642 3.735 0.801  0.000
H: -2.233 1.646 -2.265  0.000